Below is the molecule C3H7IN2 in a non-equilibrium geometry, with properties calculated with ωB97M-V/def2-TZVPD.

XYZ file:
```
13
Properties=species:S:1:pos:R:3:mulliken_charge:R:1
H 3.0423 0.9987 -0.1710 0.234
N 2.1048 0.9980 0.2794 -0.551
N 1.1110 1.1155 -0.4449 0.003
C -0.2235 1.0409 0.3905 -0.591
C -0.8629 -0.1748 -0.3871 -0.280
C -0.3676 -1.5361 0.0295 -1.234
I -2.9655 -0.0187 -0.0023 0.033
H -0.8957 1.9899 0.2237 0.380
H 0.1339 0.9396 1.3644 0.486
H -0.5590 0.1645 -1.4379 0.398
H -0.0024 -1.5146 0.9576 0.362
H -1.0926 -2.2340 -0.2379 0.464
H 0.5770 -1.7688 -0.5639 0.296
```

Summary:
Highest occupied orbital energy, eV: -8.995
Charge: 0
Orbital gap, eV: 9.340
Max |F|, eV/Å: 5.11
Electronic energy, hartree: -525.61770
SMILES: [H]/N=N/C[C@@H](C)I
E_LUMO, eV: 0.3

---

Below is a structure of composition C3H7IN2Si in a non-equilibrium geometry, with properties calculated with ωB97M-V/def2-TZVPD.

XYZ file:
```
14
Properties=species:S:1:pos:R:3:mulliken_charge:R:1
C 0.9765 -1.7906 -0.5841 0.027
C 0.9858 -1.3552 0.8643 -0.588
C -0.6492 2.2853 -0.8265 -0.957
N 0.3784 -1.2561 -1.4909 -0.646
N 0.1342 -0.2487 1.0819 -0.192
Si -0.7557 0.4770 -0.2006 0.302
I -3.1849 -0.0449 0.0898 -0.143
H 1.4239 -2.7244 -0.8584 0.401
H 0.6405 -2.1880 1.4914 0.308
H 1.9324 -1.1214 1.0668 0.354
H -0.7868 2.3343 -1.9731 0.296
H -1.5120 2.7500 -0.3633 0.317
H 0.1613 2.8912 -0.2970 0.301
H 0.2556 -0.0085 1.9997 0.220
```

Summary:
Highest occupied orbital energy, eV: -8.284
Charge: 0
Orbital gap, eV: 8.701
Max |F|, eV/Å: 5.73
Electronic energy, hartree: -815.19145
E_LUMO, eV: 0.4

---

Below is the ion C3H7IN3 with charge +1 in a non-equilibrium geometry, with properties calculated with ωB97M-V/def2-TZVPD.

XYZ file:
```
14
Properties=species:S:1:pos:R:3:mulliken_charge:R:1
C 0.0271 1.7971 -0.2709 -0.851
N -0.1162 0.6673 0.6863 -0.273
N 0.9697 -0.1852 0.4853 -0.063
C 0.3778 -1.7232 -0.1508 -0.352
N -0.9554 -1.5319 -0.1875 -0.221
C -1.4251 -0.4337 0.1038 0.103
I -3.3239 0.2981 -0.0135 0.345
H 0.1150 1.3213 -1.2599 0.379
H -1.0069 2.4013 -0.1397 0.280
H 0.9364 2.3014 0.0187 0.341
H 1.3374 -0.6073 1.2766 0.307
H 1.6673 0.0939 -0.0643 0.289
H 0.6436 -2.4004 0.5795 0.378
H 0.7532 -1.9986 -1.0637 0.339
```

Summary:
Highest occupied orbital energy, eV: -14.092
Charge: +1
Orbital gap, eV: 10.556
Max |F|, eV/Å: 5.42
Electronic energy, hartree: -580.08393
SMILES: CN1[NH2+]CN=C1I
E_LUMO, eV: -3.5

---

What energy relative to the best compared isomer or geometry (same formula, charge and spin) values result from the calculations? In sequence: 58.7, 49.5, 78.5 kcal/mol.